1.
22
Properties=species:S:1:pos:R:3:forces:R:3 method="wB97M-V/def2-TZVPD" de_lowest_kj_mol=142.7 smiles=CCN(C)CC.O
C -0.4123 -1.8019 -1.0199 0.299 -0.023 0.386
C -1.1314 -1.1130 0.1454 -0.834 0.139 -0.555
N -0.8696 0.3234 0.3259 0.885 -0.362 1.055
C -0.5942 1.0598 -0.8700 -0.928 -1.545 -2.464
C 0.2518 0.4664 1.2766 -0.713 1.918 -0.072
C -0.2149 0.5137 2.7313 -0.395 -0.272 -0.907
H -0.1583 -2.8347 -0.7814 -0.035 -0.003 0.013
H 0.5129 -1.2735 -1.2227 0.307 -0.136 -0.144
H -1.0071 -1.8133 -1.9327 -0.018 0.114 0.044
H -0.9744 -1.5875 1.1056 0.525 -0.163 0.125
H -2.1907 -1.2688 0.0062 -0.600 0.160 -0.209
H -0.7863 2.1085 -0.9071 0.032 0.885 0.920
H 0.3645 0.8641 -1.3661 0.371 0.136 0.612
H -1.2668 0.6917 -1.6673 -0.164 0.037 0.330
H 1.0362 -0.2431 1.0985 0.517 -0.679 -0.098
H 0.6561 1.4525 1.0246 0.354 -0.093 0.261
H -0.7904 -0.3974 2.9219 0.257 0.039 0.446
H -0.9208 1.3433 2.8116 0.160 0.007 0.219
H 0.6290 0.6413 3.4090 -0.166 -0.145 0.110
O 2.7717 0.6054 -2.1661 -0.207 0.906 -0.535
H 3.2177 1.4012 -2.4952 0.510 -0.373 0.263
H 1.8771 0.8619 -2.4282 -0.158 -0.547 0.198


2.
25
Properties=species:S:1:pos:R:3:forces:R:3 method="wB97M-V/def2-TZVPD" de_lowest_kj_mol=677.8
C 2.4502 -0.9207 2.7769 0.684 -1.006 1.888
C 1.9393 -1.7124 1.7572 -0.435 0.480 -0.096
C 2.2818 0.4427 2.7367 1.267 2.233 3.211
C 1.2740 -1.0747 0.6666 3.575 2.461 3.835
C 1.7583 1.0766 1.6627 0.501 0.820 -0.986
C 1.3665 0.3281 0.5767 -1.271 -0.338 0.380
C -2.5231 -0.2567 -2.7453 1.538 0.648 2.171
C 0.7133 1.1058 -0.5102 -0.577 -0.257 -2.162
N -3.7054 -0.2112 -2.7698 -0.488 -0.172 -0.956
N -1.4295 -0.8007 -3.2125 0.087 -0.674 -0.836
N -1.4926 0.7793 -1.2370 -1.807 0.649 -2.129
N -2.2742 0.7004 -0.0879 1.327 -0.711 -1.151
O -3.4179 1.0705 -0.2456 -0.978 0.422 -0.361
O -1.7987 0.3319 0.9440 0.818 -0.485 1.437
O -0.2027 0.2465 -1.2295 -1.254 -0.594 1.326
H 2.9477 -1.3870 3.7192 -0.973 0.744 -1.927
H 2.0637 -2.7790 1.9651 -0.475 0.186 -0.854
H 2.5747 1.1535 3.6266 -0.374 -1.827 -1.632
H 0.8330 -1.5203 -0.0912 -1.944 -2.590 -3.249
H 1.7324 2.1725 1.5895 -0.136 -0.511 0.256
H 0.1058 1.9563 -0.2274 0.208 0.142 0.758
H 1.3008 1.4784 -1.3623 0.845 -0.058 0.707
H -4.3366 0.1964 -2.1221 -0.357 0.455 0.720
H -1.5729 -1.7512 -3.5120 0.114 -0.150 -0.324
H -0.5881 -0.6249 -2.6684 0.105 0.133 -0.027


3.
Computed, not measured: a molecular structure, C12H15N3O2S2 at a distorted geometry, with ωB97M-V with the def2-TZVPD basis set.

Geometry as XYZ:
```
34
Properties=species:S:1:pos:R:3:forces:R:3
O 1.9674 0.1194 2.5548 -0.043 -0.261 -0.228
S 1.3733 0.5771 1.3338 -0.049 -0.290 -0.041
O 0.9824 1.9542 1.2253 -0.062 -0.130 -0.299
N 0.1036 -0.4153 0.9505 0.755 0.535 0.306
H 0.0127 -1.1731 1.6075 0.181 -0.193 0.171
C -1.1425 0.1725 0.5042 -0.402 0.138 -0.089
C -2.0231 0.6194 1.6724 0.085 0.320 -0.251
C -3.3174 1.2420 1.1568 -0.090 -0.293 0.180
C -4.0669 0.2585 0.2628 0.045 0.286 -0.186
C -3.1862 -0.1790 -0.9038 -0.099 -0.277 0.215
C -1.8951 -0.8113 -0.3916 0.162 0.339 -0.152
H -1.2552 -1.1057 -1.2251 0.047 -0.065 0.024
H -2.1285 -1.7086 0.1860 -0.002 -0.118 0.036
H -3.7233 -0.8945 -1.5298 0.023 0.054 -0.078
H -2.9431 0.6899 -1.5188 -0.006 0.037 -0.097
H -4.3545 -0.6180 0.8479 -0.071 -0.055 0.034
H -4.9799 0.7220 -0.1159 -0.063 -0.059 0.037
H -3.9468 1.5348 1.9992 0.015 0.102 -0.018
H -3.0792 2.1423 0.5871 -0.019 0.108 -0.007
H -2.2533 -0.2473 2.2984 0.021 -0.075 0.058
H -1.4657 1.3391 2.2742 -0.008 -0.053 0.073
H -0.8499 1.0530 -0.0759 -0.232 -0.017 -0.063
C 2.5037 0.2281 -0.0081 -0.413 0.860 0.465
C 3.0769 1.2313 -0.7343 -0.494 -0.095 0.565
C 3.9898 0.9579 -1.7747 0.385 -0.490 -0.379
C 4.3422 -0.3241 -2.0980 0.141 0.565 -0.191
C 3.7646 -1.3780 -1.3691 -0.667 -0.426 0.777
N 3.9608 -2.6885 -1.5245 0.404 -0.445 -0.433
S 3.0626 -3.4718 -0.4516 0.132 1.154 -0.229
N 2.3720 -2.2134 0.2649 -0.349 -0.282 0.539
C 2.8272 -1.1004 -0.3077 0.576 -1.093 -0.578
H 5.0425 -0.5464 -2.8871 0.074 0.026 -0.095
H 4.4175 1.7856 -2.3194 0.038 0.055 -0.049
H 2.8116 2.2481 -0.4906 -0.015 0.138 -0.017
```
Positions in Å, forces in eV/Å.


4.
49
Properties=species:S:1:pos:R:3:forces:R:3 method="wB97M-V/def2-TZVPD" de_lowest_kj_mol=386.9 smiles="CCC(=O)NCCS.O.O.O.O.O.O.O.O.O.O"
C -0.3475 -2.9644 -2.5768 -3.951 1.884 0.557
C -0.8563 -3.1139 -1.1028 -3.271 0.171 -2.706
C -0.5843 -1.8622 -0.3437 0.822 0.366 1.604
O 0.5743 -1.5355 -0.1654 0.805 0.210 -0.270
N -1.5262 -0.9570 0.1877 -0.509 0.523 1.541
C -2.8232 -1.3805 0.8392 1.922 0.789 3.270
C -2.5512 -2.4624 1.9563 -1.314 -1.480 -1.055
S -1.1357 -2.0928 3.0173 -0.495 0.262 0.616
H 0.6486 -3.0240 -2.6968 3.684 0.585 0.162
H -0.6578 -3.7652 -3.1559 -1.131 -2.013 -0.801
H -0.7955 -2.0902 -3.1112 0.740 -0.731 0.760
H -0.4814 -4.0721 -0.8611 1.066 -0.452 1.676
H -1.9782 -3.3453 -1.1574 1.249 0.672 0.039
H -0.9743 -0.3189 0.8725 -1.690 -1.995 -1.764
H -3.5578 -1.6536 0.1503 -0.944 -0.682 -1.226
H -3.2755 -0.5737 1.5131 0.893 -0.252 -1.612
H -2.1467 -3.3887 1.4909 -0.622 0.403 -0.039
H -3.5644 -2.7766 2.4361 1.979 0.688 -0.407
H -1.7138 -1.5836 4.1317 -0.004 -0.056 -0.481
O 0.4638 3.1750 -4.2202 -0.628 -0.234 0.532
H 0.0264 3.7847 -3.5569 0.245 -1.737 -1.184
H -0.0662 2.3435 -4.3831 0.440 1.721 0.756
O 3.8302 -1.7712 -0.6306 -1.927 -0.945 1.130
H 3.1781 -2.3117 -0.0817 1.520 0.692 -0.883
H 3.1935 -1.0913 -0.8898 0.282 0.259 -0.379
O 0.7169 3.8445 0.2978 -0.246 0.111 2.312
H 0.4720 4.1152 1.2420 0.134 0.068 -1.993
H 0.9282 2.9203 0.5496 -0.222 0.370 -0.573
O 3.2019 0.6016 1.3617 1.951 1.622 1.127
H 3.9531 1.1347 1.8937 -2.495 -1.802 -2.551
H 3.2473 0.7086 0.3585 0.652 0.097 1.818
O 2.5099 1.2911 -1.2763 0.463 -0.700 -4.169
H 2.0688 1.4653 -2.1903 1.403 -0.196 2.303
H 1.8929 1.6271 -0.6837 -1.976 1.090 1.779
O 0.7042 1.4093 1.3072 2.603 -1.735 1.541
H 1.6221 0.9393 1.7054 -2.252 1.101 -1.924
H 0.0906 0.7219 1.0246 0.724 0.082 -0.117
O -0.6100 2.9039 3.0804 -5.478 -2.606 0.869
H 0.1361 2.4623 2.8042 3.214 -1.133 -1.122
H -1.2212 1.9790 2.9969 1.928 4.154 0.631
O 0.1034 -0.2175 -3.3653 1.454 0.629 -0.916
H 1.0506 -0.0591 -3.2085 -0.174 -0.420 -0.632
H -0.2038 0.0433 -2.5198 -1.153 0.352 1.431
O -1.9154 3.4079 -2.0901 -0.113 -1.040 -0.373
H -1.8525 4.3537 -2.0172 0.184 0.444 0.538
H -1.5077 2.9844 -1.3214 0.015 0.721 -0.064
O 0.3504 -0.0806 4.3232 -2.887 -1.496 -0.246
H 0.2910 -0.0233 3.3717 0.585 0.233 -0.153
H 1.0922 0.2986 4.6940 2.526 1.409 0.649


5.
19
Properties=species:S:1:pos:R:3:forces:R:3 method="wB97M-V/def2-TZVPD" de_lowest_kj_mol=477.8
C -0.6335 -0.9112 -1.2679 1.689 0.421 4.116
C -0.4490 0.3280 -0.6667 -1.133 -2.054 -3.467
C -0.2932 -2.3073 -0.8081 -0.907 1.450 -2.670
C 0.7126 -0.4533 1.1513 0.429 -4.521 -2.127
C -1.0506 1.4522 -1.4983 1.072 0.000 1.913
C 0.4374 1.8508 1.2537 -0.740 2.876 0.321
N 1.0976 -2.8789 1.1146 0.255 -2.760 -0.340
N 1.4332 -0.8966 2.0491 -0.551 1.754 0.172
N 1.6265 -2.2809 2.0445 1.454 -0.496 2.396
N 0.5144 -2.2168 0.2473 -0.092 5.720 1.911
N 0.2400 0.5963 0.4853 0.989 0.548 1.381
O -0.6191 -3.2604 -1.4710 -0.030 -0.762 0.432
H -1.0689 -0.9057 -2.1826 -1.458 0.040 -2.475
H -1.1614 1.1865 -2.5471 -0.160 -0.050 0.318
H -0.3132 2.2426 -1.3823 -0.459 0.717 -0.405
H -1.9849 1.6737 -0.9725 -0.028 0.560 -0.600
H 1.4701 2.1827 1.5395 -0.380 -1.688 -0.271
H -0.1715 1.7387 2.2027 0.690 0.528 -1.147
H 0.2136 2.8597 0.7085 -0.640 -2.283 0.542


6.
18
Properties=species:S:1:pos:R:3:forces:R:3 method="wB97M-V/def2-TZVPD" de_lowest_kj_mol=228.4 smiles=CCOP(Cl)O[C@H](C)Cl
C 2.5394 -0.1573 1.0765 -0.906 2.245 -2.012
C 1.0876 -0.0311 1.4774 -1.397 -2.542 1.856
O 0.5659 1.2460 1.8040 1.062 1.786 0.811
P 0.6050 2.3969 0.6795 -3.405 -1.755 -1.213
Cl -0.1284 3.9009 1.7611 -0.034 0.300 0.286
O -1.2474 1.7668 0.0633 0.070 -0.274 -0.212
C -2.3666 1.4661 -0.9328 3.441 -2.826 2.722
C -2.1436 0.1303 -1.7114 2.839 2.588 -2.959
Cl -2.5749 2.8010 -1.9448 -0.751 1.269 -1.014
H 2.6849 -1.1076 0.5105 0.001 1.058 0.095
H 2.7964 0.8759 0.5042 -0.085 -2.824 0.923
H 3.0789 -0.2051 1.9621 1.517 0.066 1.415
H 0.7984 -0.7888 2.3851 0.785 2.052 -2.005
H 0.4188 -0.2706 0.7044 -0.592 -1.276 -1.396
H -3.2346 1.1164 -0.3228 0.431 1.594 0.023
H -1.5621 -0.6381 -1.2729 0.040 -0.602 1.386
H -1.5140 0.2637 -2.7193 -1.480 0.208 1.915
H -3.1096 -0.1465 -1.9829 -1.536 -1.066 -0.622


| no. | E_HOMO (eV) |
| --- | --- |
| 1 | -8.4777 |
| 2 | -9.1056 |
| 3 | -9.3802 |
| 4 | -9.8694 |
| 5 | -9.2012 |
| 6 | -9.2902 |